a) Here is the ion C8H12N5 with charge +1 from OMol25. Energies are from ωB97M-V/def2-TZVPD.

Cartesian coordinates (Å):
C  -2.65  -0.44  0.04
C  -2.42  0.93  0.03
C  -1.60  -1.37  0.03
C  -0.25  0.53  0.06
C  -3.42  1.94  -0.08
C  -1.67  -2.82  -0.06
C  4.40  0.53  -0.12
C  3.01  1.16  0.20
N  -1.16  1.41  -0.02
N  1.85  -0.98  -0.04
N  0.79  -1.61  0.01
N  1.95  0.22  -0.05
N  -0.36  -0.80  -0.02
H  -3.54  -0.97  0.06
H  -3.16  2.91  0.42
H  -3.59  2.02  -1.27
H  -4.30  1.77  0.49
H  -0.68  -3.18  0.20
H  -2.48  -3.01  0.71
H  -2.04  -3.21  -1.02
H  4.93  1.32  -0.46
H  4.37  -0.38  -0.81
H  4.87  0.09  0.76
H  2.70  2.03  -0.55
H  2.72  1.39  1.26

## Properties
- Highest occupied orbital energy: -13.4 eV
- Total charge: +1
- E_LUMO: -4.95 eV
- Kohn-Sham gap: 8.5 eV

=====

b) Here is the ion C8H12N5 with charge +1 from OMol25. Energies are from ωB97M-V/def2-TZVPD.

Cartesian coordinates (Å):
N  -1.86  -0.10  2.06
C  -1.46  0.55  0.85
C  -0.57  -0.28  -0.03
N  -0.39  0.27  -1.36
C  -1.11  -0.12  -2.47
C  -0.63  0.60  -3.51
C  0.34  1.48  -2.95
N  0.39  1.26  -1.63
N  0.67  -0.58  0.71
C  1.96  -0.71  0.30
C  2.74  -0.88  1.47
C  1.89  -0.69  2.47
N  0.66  -0.46  2.08
H  -2.58  -0.85  2.07
H  -2.26  0.68  2.55
H  -2.23  0.78  0.16
H  -0.99  1.52  1.12
H  -1.12  -1.16  -0.16
H  -1.50  -1.05  -2.41
H  -0.73  0.49  -4.55
H  0.77  2.38  -3.42
H  2.35  -0.87  -0.73
H  3.83  -1.10  1.31
H  2.07  -0.75  3.48
H  -0.26  -0.39  2.57

## Properties
- Highest occupied orbital energy: -12.9 eV
- Total charge: +1
- E_LUMO: -3.16 eV
- SMILES: NC[C@@H](n1cccn1)[n+]1ccc[nH]1
- Kohn-Sham gap: 9.7 eV

=====

Which of them is most stable, and which least? Most stable: b); least stable: a).

=====

a) Here is a structure of composition H12NaO6 from OMol25. Energies are from ωB97M-V/def2-TZVPD.

Cartesian coordinates (Å):
Na  -14.40  -11.36  12.47
O  -12.98  -13.08  12.74
H  -12.09  -13.37  12.49
H  -13.45  -13.89  12.95
O  -15.60  -12.69  10.76
H  -15.88  -12.17  10.03
H  -14.83  -13.14  10.40
O  -12.68  -10.16  13.63
H  -13.14  -10.07  14.47
H  -12.00  -10.83  13.89
O  -15.45  -9.11  11.95
H  -16.23  -9.12  11.44
H  -14.82  -8.73  11.31
O  -15.31  -12.27  14.44
H  -16.09  -12.79  14.68
H  -14.98  -11.88  15.24
O  -12.92  -10.72  10.51
H  -12.80  -11.68  10.42
H  -13.55  -10.54  9.81

## Properties
- Highest occupied orbital energy: -15.5 eV
- Total charge: +1
- E_LUMO: -3.48 eV
- Kohn-Sham gap: 12.0 eV

=====

b) Here is a structure of composition H12NaO6 from OMol25. Energies are from ωB97M-V/def2-TZVPD.

Cartesian coordinates (Å):
Na  -0.07  -0.13  0.12
O  1.15  0.13  2.10
H  1.99  0.44  1.87
H  1.25  -0.75  2.50
O  -1.86  0.00  -1.43
H  -2.35  0.64  -0.95
H  -2.50  -0.65  -1.71
O  1.13  1.68  -0.54
H  1.20  2.05  -1.45
H  1.02  2.45  0.07
O  0.15  -2.30  0.62
H  0.33  -3.01  1.23
H  -0.43  -2.60  -0.11
O  1.08  -0.93  -1.84
H  1.08  -1.87  -1.85
H  0.73  -0.71  -2.71
O  -1.40  1.74  0.96
H  -1.72  1.41  1.80
H  -0.80  2.41  1.31

## Properties
- Highest occupied orbital energy: -15.4 eV
- Total charge: +1
- E_LUMO: -3.29 eV
- Kohn-Sham gap: 12.1 eV

=====

Which of them is most stable, and which least? Most stable: b); least stable: a).